(1)
Computed, not measured: a cluster of 2 separate species, C2H2Br2O3 in total, with ωB97M-V/def2-TZVPD.

Results
LUMO level = -0.72 eV
Net charge = 0
SMILES = O=COBr.O=CBr
HOMO level = -10.3 eV

Last column: Löwdin charge in e.
CARTESIAN COORDINATES (ANGSTROEM)
O  -0.301860  0.328795  -0.901579  0.036
C  0.895586  0.213996  -0.922244  -0.354
O  1.677832  0.184206  0.214332  -0.624
Br  3.415133  0.208482  0.091973  0.880
H  1.619038  0.054618  -1.671435  0.085
O  -1.106191  -1.242708  1.295948  -0.005
C  -1.616403  -0.242872  0.912849  -0.747
Br  -3.247741  -0.297423  -0.120757  0.655
H  -1.335391  0.792908  1.100916  0.076

Cartesian forces, eV/Å:
2.42 0.12 -0.64
-0.45 -0.13 1.53
-3.33 0.34 1.15
1.84 -0.03 -0.42
0.10 -0.07 -2.36
-0.18 0.79 -0.05
-0.08 -1.00 0.68
-0.32 0.06 -0.11
0.01 -0.07 0.22

(2)
Computed, not measured: a structure of composition C5H10N2O, with ωB97M-V/def2-TZVPD.

Results
LUMO level = 0.48 eV
Net charge = 0
HOMO level = -8.1 eV

Last column: Löwdin charge in e.
CARTESIAN COORDINATES (ANGSTROEM)
C  0.149703  0.633700  2.272633  -0.168
C  -1.089549  1.197700  -1.572974  -0.158
C  -0.673995  -1.583747  -0.697705  -0.015
C  1.515300  -0.588973  0.106295  -0.003
C  0.136835  -0.370063  -0.302549  -0.503
O  0.112605  -0.549578  1.507929  -0.230
N  0.105010  0.842415  -0.824471  -0.018
N  2.694556  -0.495850  0.189371  0.285
H  3.483652  -0.257928  -0.388186  0.119
H  -0.741848  0.694184  2.908421  0.077
H  0.155550  1.508261  1.603398  0.071
H  1.042361  0.660299  2.910598  0.074
H  -0.950646  2.187109  -2.011771  0.063
H  -1.308081  0.506755  -2.398922  0.068
H  -1.982696  1.240042  -0.934239  0.076
H  -0.533501  -1.801480  -1.759295  0.089
H  -0.392536  -2.456825  -0.109860  0.084
H  -1.722720  -1.366020  -0.498672  0.089

Cartesian forces, eV/Å:
0.08 -0.09 -0.33
-0.22 0.04 0.15
-0.14 0.26 0.34
0.87 0.61 0.19
0.72 0.94 -1.87
0.64 -0.30 0.59
-0.33 -1.13 0.39
-1.47 -0.23 0.67
-0.18 -0.18 -0.05
0.09 -0.05 -0.07
0.03 0.01 0.04
-0.10 0.03 -0.06
0.01 -0.06 0.07
0.05 -0.02 0.07
0.01 0.03 -0.09
-0.04 0.10 0.06
0.01 0.11 0.00
-0.02 -0.07 -0.10

Repeat the second record exactly.
Computed, not measured: a structure of composition C5H10N2O, with ωB97M-V/def2-TZVPD.

Results
LUMO level = 0.48 eV
Net charge = 0
HOMO level = -8.1 eV

Last column: Löwdin charge in e.
CARTESIAN COORDINATES (ANGSTROEM)
C  0.149703  0.633700  2.272633  -0.168
C  -1.089549  1.197700  -1.572974  -0.158
C  -0.673995  -1.583747  -0.697705  -0.015
C  1.515300  -0.588973  0.106295  -0.003
C  0.136835  -0.370063  -0.302549  -0.503
O  0.112605  -0.549578  1.507929  -0.230
N  0.105010  0.842415  -0.824471  -0.018
N  2.694556  -0.495850  0.189371  0.285
H  3.483652  -0.257928  -0.388186  0.119
H  -0.741848  0.694184  2.908421  0.077
H  0.155550  1.508261  1.603398  0.071
H  1.042361  0.660299  2.910598  0.074
H  -0.950646  2.187109  -2.011771  0.063
H  -1.308081  0.506755  -2.398922  0.068
H  -1.982696  1.240042  -0.934239  0.076
H  -0.533501  -1.801480  -1.759295  0.089
H  -0.392536  -2.456825  -0.109860  0.084
H  -1.722720  -1.366020  -0.498672  0.089

Cartesian forces, eV/Å:
0.08 -0.09 -0.33
-0.22 0.04 0.15
-0.14 0.26 0.34
0.87 0.61 0.19
0.72 0.94 -1.87
0.64 -0.30 0.59
-0.33 -1.13 0.39
-1.47 -0.23 0.67
-0.18 -0.18 -0.05
0.09 -0.05 -0.07
0.03 0.01 0.04
-0.10 0.03 -0.06
0.01 -0.06 0.07
0.05 -0.02 0.07
0.01 0.03 -0.09
-0.04 0.10 0.06
0.01 0.11 0.00
-0.02 -0.07 -0.10